# 1
{
  "formula": "C38H44Cl5NaO10P2S2",
  "method": "ωB97M-V/def2-TZVPD",
  "relative_energy_kcal_mol": 11.2,
  "homo_energy_ev": -1.5049,
  "energy_ha": -6169.53794,
  "total_charge": -2,
  "orbital_gap_ev": 5.0,
  "spin_multiplicity": 1,
  "symbols": ["Na", "O", "C", "O", "C", "C", "C", "C", "C", "C", "S", "H", "H", "H", "H", "Cl", "C", "C", "Cl", "C", "Cl", "C", "O", "C", "Cl", "C", "Cl", "C", "C", "C", "O", "P", "O", "C", "P", "O", "O", "C", "C", "C", "O", "C", "C", "C", "O", "C", "C", "C", "H", "H", "H", "H", "H", "H", "H", "H", "H", "H", "H", "H", "H", "H", "H", "H", "H", "H", "H", "H", "H", "H", "H", "H", "H", "H", "H", "H", "H", "H", "O", "S", "C", "C", "C", "C", "C", "C", "C", "C", "C", "C", "C", "C", "H", "H", "H", "H", "H", "H", "H", "H", "H", "H"],
  "xyz": [[-0.069, 0.114, 0.141], [2.116, -2.527, 2.589], [1.084, -2.536, 1.887], [0.743, -1.616, 1.097], [0.275, -3.885, 2.010], [1.136, -4.981, 2.203], [0.698, -6.265, 2.469], [-0.673, -6.487, 2.588], [-1.550, -5.438, 2.398], [-1.140, -4.117, 2.082], [-2.416, -2.959, 1.751], [2.199, -4.778, 2.158], [1.409, -7.073, 2.601], [-1.056, -7.476, 2.820], [-2.619, -5.605, 2.464], [6.268, 2.864, -3.612], [4.675, 2.497, -3.003], [4.262, 1.171, -2.820], [5.377, -0.117, -3.187], [2.997, 0.866, -2.359], [2.522, -0.767, -2.094], [2.005, 1.872, -2.060], [0.851, 1.623, -1.673], [2.496, 3.218, -2.235], [1.376, 4.498, -1.851], [3.769, 3.509, -2.693], [4.261, 5.172, -2.894], [-4.581, 1.582, 4.343], [-3.988, 0.693, 3.270], [-4.914, -0.416, 2.832], [-2.788, 0.104, 3.822], [-1.438, 0.152, 2.981], [-1.627, 0.305, 1.531], [-0.579, 1.656, 3.554], [0.893, 1.922, 2.546], [0.605, 1.950, 1.106], [1.623, 3.242, 3.078], [1.172, 4.601, 2.898], [0.157, 4.790, 1.783], [0.660, 5.097, 4.237], [1.848, 0.832, 3.126], [3.169, 0.417, 2.635], [4.192, 1.024, 3.571], [3.401, 0.771, 1.182], [-0.585, -1.002, 3.609], [-0.569, -1.315, 5.026], [-1.332, -2.607, 5.232], [0.885, -1.399, 5.439], [-5.513, 2.031, 3.991], [-3.891, 2.382, 4.618], [-4.792, 0.989, 5.236], [-3.712, 1.292, 2.399], [-5.229, -1.011, 3.693], [-4.409, -1.085, 2.134], [-5.796, 0.012, 2.348], [-0.299, 1.598, 4.607], [-1.261, 2.492, 3.381], [2.074, 5.155, 2.635], [-0.781, 4.272, 1.999], [0.528, 4.404, 0.834], [-0.055, 5.857, 1.683], [-0.251, 4.562, 4.518], [0.433, 6.165, 4.184], [1.406, 4.934, 5.016], [3.130, -0.667, 2.728], [4.226, 2.111, 3.464], [5.179, 0.617, 3.338], [3.954, 0.783, 4.609], [3.351, 1.848, 0.998], [2.675, 0.274, 0.541], [4.396, 0.416, 0.904], [-1.071, -0.508, 5.567], [-0.745, -3.455, 4.869], [-2.269, -2.591, 4.675], [-1.537, -2.739, 6.299], [1.439, -1.963, 4.682], [0.959, -1.908, 6.404], [1.338, -0.409, 5.516], [-1.127, -1.392, -1.103], [-0.805, -2.795, -0.669], [-2.142, -3.798, -1.373], [-3.192, -3.155, -1.999], [-4.244, -3.903, -2.517], [-4.248, -5.286, -2.390], [-3.190, -5.920, -1.742], [-2.134, -5.179, -1.233], [0.287, -3.368, -2.041], [0.129, -2.879, -3.330], [0.917, -3.379, -4.352], [1.872, -4.360, -4.086], [2.041, -4.826, -2.790], [1.248, -4.325, -1.761], [-3.169, -2.073, -2.061], [-5.067, -3.402, -3.015], [-5.072, -5.869, -2.786], [-3.192, -6.998, -1.623], [-1.314, -5.671, -0.718], [-0.602, -2.098, -3.507], [0.798, -2.998, -5.360], [2.490, -4.747, -4.888], [2.797, -5.572, -2.574], [1.378, -4.672, -0.738]],
  "atomic_forces_ev_per_a": [[0.4, 0.1, -1.2], [0.0, 0.1, 0.2], [-0.2, -0.3, -0.3], [0.1, -0.6, 0.4], [0.0, 0.1, 0.2], [-0.1, 0.1, -0.1], [-0.1, 0.0, 0.0], [0.0, 0.0, 0.0], [0.0, 0.1, -0.1], [0.3, 0.2, -0.2], [0.2, -0.1, 0.3], [0.0, 0.0, 0.0], [0.0, 0.0, 0.0], [0.0, 0.0, 0.0], [0.0, 0.0, 0.0], [-0.2, 0.0, 0.1], [0.1, 0.0, 0.0], [0.0, 0.0, 0.0], [-0.1, 0.1, 0.0], [0.2, 0.0, 0.0], [-0.1, -0.1, 0.0], [0.0, 0.3, 0.1], [0.0, -0.3, -0.1], [0.0, 0.1, -0.1], [0.1, -0.2, -0.1], [-0.1, 0.1, 0.0], [0.0, -0.1, 0.0], [0.0, 0.0, 0.1], [0.1, 0.0, 0.0], [-0.1, -0.1, 0.0], [-0.2, 0.1, 0.1], [0.2, 0.1, 0.0], [-0.7, -0.3, 1.0], [0.0, 0.0, 0.0], [0.3, -0.1, -0.1], [0.3, 0.5, 0.6], [-0.1, 0.4, 0.1], [0.0, -0.1, -0.1], [0.0, -0.1, -0.1], [0.0, 0.0, 0.1], [0.0, -0.1, -0.1], [-0.1, 0.0, 0.0], [0.1, 0.0, 0.0], [0.0, 0.0, 0.0], [-0.2, 0.2, -0.2], [0.0, 0.0, -0.1], [0.0, -0.1, 0.0], [0.1, -0.1, 0.0], [0.0, 0.0, 0.0], [0.0, 0.0, 0.0], [0.0, 0.0, 0.0], [0.1, 0.0, 0.0], [0.0, 0.0, 0.0], [0.0, 0.1, 0.0], [0.0, 0.0, 0.0], [-0.1, 0.0, 0.0], [0.0, 0.0, 0.1], [0.1, 0.0, 0.0], [0.0, 0.0, 0.0], [0.0, 0.0, 0.1], [0.0, 0.0, 0.0], [0.0, 0.0, 0.0], [0.0, 0.0, 0.0], [0.0, 0.0, 0.0], [-0.1, -0.1, 0.0], [0.0, 0.0, 0.0], [0.0, 0.0, 0.0], [0.0, 0.0, 0.0], [0.0, 0.0, 0.0], [0.1, 0.0, 0.1], [0.0, 0.0, 0.0], [-0.1, 0.1, 0.0], [0.0, 0.1, 0.0], [0.0, 0.0, 0.0], [0.0, 0.0, 0.0], [0.0, 0.0, 0.1], [0.0, 0.1, 0.0], [0.0, 0.0, 0.0], [-0.2, -0.6, 0.0], [0.0, 0.1, -1.3], [-0.2, 0.1, 0.2], [-0.1, 0.0, -0.1], [0.1, 0.0, 0.0], [0.1, 0.1, 0.1], [0.0, 0.0, 0.0], [0.0, 0.0, 0.0], [0.1, 0.0, 0.3], [0.0, 0.0, 0.0], [0.1, -0.1, 0.0], [-0.1, 0.1, 0.1], [0.0, 0.1, 0.0], [0.0, 0.0, 0.0], [0.0, 0.0, 0.0], [0.0, 0.0, 0.0], [0.0, 0.0, 0.0], [0.0, 0.0, 0.0], [-0.1, 0.0, 0.0], [0.0, 0.0, 0.0], [0.0, 0.0, 0.0], [0.0, 0.0, 0.0], [0.0, 0.0, 0.0], [0.0, 0.0, -0.1]]
}

# 2
{
  "formula": "C38H44ClIrN3O8P2Se2",
  "method": "ωB97M-V/def2-TZVPD",
  "relative_energy_kcal_mol": 16.0,
  "homo_energy_ev": [-2.5544, -5.4833],
  "energy_ha": -8290.62327,
  "total_charge": -1,
  "orbital_gap_ev": [3.7, 6.0],
  "spin_multiplicity": 5,
  "symbols": ["Ir", "Cl", "C", "C", "C", "C", "O", "C", "C", "O", "C", "H", "H", "H", "H", "Se", "P", "Se", "C", "C", "C", "C", "C", "C", "C", "C", "C", "C", "C", "C", "H", "H", "H", "H", "H", "H", "H", "H", "H", "H", "O", "C", "O", "C", "C", "C", "C", "C", "C", "N", "O", "O", "N", "O", "O", "H", "H", "H", "C", "C", "C", "C", "P", "N", "C", "C", "C", "C", "C", "C", "C", "C", "H", "H", "H", "H", "H", "H", "H", "H", "H", "H", "H", "H", "H", "H", "H", "H", "H", "H", "H", "H", "H", "H", "H", "H", "H", "H", "H"],
  "xyz": [[-0.617, -0.231, 0.788], [-2.524, 0.409, 7.840], [-1.861, 0.467, 6.228], [-1.079, 1.583, 5.844], [-0.531, 1.660, 4.600], [-0.745, 0.624, 3.650], [-0.162, 0.717, 2.506], [-1.548, -0.479, 4.040], [-1.822, -1.565, 3.168], [-1.551, -1.673, 1.955], [-2.082, -0.545, 5.354], [-0.913, 2.380, 6.557], [0.088, 2.496, 4.301], [-2.342, -2.426, 3.607], [-2.664, -1.409, 5.649], [1.729, -1.516, 1.372], [2.905, -1.192, -0.469], [1.992, -1.768, -2.299], [4.439, -2.164, -0.171], [4.936, -2.384, 1.112], [6.116, -3.089, 1.299], [6.811, -3.586, 0.206], [6.322, -3.370, -1.074], [5.142, -2.664, -1.263], [3.496, 0.525, -0.488], [4.196, 1.023, 0.610], [4.732, 2.299, 0.574], [4.551, 3.092, -0.552], [3.833, 2.608, -1.636], [3.310, 1.321, -1.611], [4.396, -2.010, 1.973], [6.491, -3.250, 2.301], [7.728, -4.144, 0.352], [6.857, -3.757, -1.933], [4.750, -2.503, -2.259], [4.299, 0.428, 1.509], [5.252, 2.689, 1.438], [4.943, 4.101, -0.565], [3.670, 3.236, -2.503], [2.748, 0.932, -2.450], [-1.382, 2.428, 0.425], [-0.170, 2.378, 0.248], [0.435, 1.238, -0.032], [0.702, 3.570, 0.403], [0.545, 4.666, -0.437], [1.381, 5.758, -0.197], [2.296, 5.806, 0.824], [2.412, 4.692, 1.681], [1.612, 3.551, 1.444], [3.307, 4.712, 2.720], [3.339, 3.712, 3.514], [4.083, 5.712, 2.856], [1.257, 6.931, -1.078], [0.380, 6.913, -1.925], [2.023, 7.860, -0.925], [-0.177, 4.686, -1.238], [2.918, 6.672, 0.983], [1.725, 2.685, 2.079], [-1.531, -3.704, -1.632], [-2.167, -2.708, -2.626], [-1.071, -2.376, -3.653], [-3.339, -3.369, -3.359], [-2.590, -1.123, -1.716], [-1.340, -0.834, -0.765], [-4.156, -1.308, -0.696], [-4.060, -2.650, 0.054], [-4.232, -0.198, 0.374], [-5.447, -1.293, -1.523], [-2.710, 0.352, -2.864], [-3.550, 0.097, -4.120], [-1.286, 0.806, -3.250], [-3.327, 1.522, -2.080], [-0.931, -4.414, -2.205], [-2.274, -4.267, -1.074], [-0.853, -3.211, -0.933], [-0.671, -3.321, -4.028], [-0.245, -1.833, -3.197], [-1.452, -1.819, -4.505], [-2.938, -4.209, -3.931], [-3.827, -2.697, -4.065], [-4.090, -3.769, -2.682], [-3.109, -2.766, 0.575], [-4.203, -3.500, -0.609], [-4.859, -2.676, 0.798], [-3.255, 0.114, 0.742], [-4.798, -0.580, 1.227], [-4.743, 0.689, 0.011], [-5.440, -2.005, -2.343], [-5.666, -0.306, -1.925], [-6.272, -1.565, -0.858], [-3.053, -0.559, -4.831], [-3.710, 1.057, -4.619], [-4.532, -0.319, -3.898], [-0.811, 0.154, -3.975], [-0.632, 0.879, -2.381], [-1.365, 1.801, -3.695], [-4.393, 1.389, -1.906], [-3.205, 2.422, -2.686], [-2.816, 1.703, -1.133]],
  "atomic_forces_ev_per_a": [[0.8, 0.2, 0.3], [0.0, 0.0, -0.1], [0.1, 0.1, 0.0], [-0.1, 0.0, 0.1], [0.0, -0.1, 0.0], [0.2, 0.0, -0.1], [-0.2, 0.2, 0.1], [-0.1, -0.2, 0.0], [0.1, 0.0, 0.0], [-0.2, -0.1, 0.0], [0.0, -0.1, -0.1], [0.0, 0.0, 0.0], [0.0, 0.0, 0.0], [0.0, 0.1, 0.0], [0.0, 0.0, 0.0], [-0.2, -0.2, -0.2], [0.1, -0.1, 0.0], [0.3, 0.0, 0.2], [0.0, 0.0, 0.0], [0.0, 0.0, 0.0], [0.0, 0.0, 0.0], [0.0, 0.0, 0.0], [0.0, 0.0, 0.0], [0.0, 0.0, 0.0], [0.1, 0.0, 0.0], [-0.1, 0.0, 0.0], [-0.1, 0.0, 0.0], [0.0, 0.0, 0.0], [0.0, 0.0, 0.0], [0.0, 0.1, 0.0], [0.0, 0.0, 0.0], [0.0, 0.0, 0.0], [0.0, 0.0, 0.0], [0.0, 0.0, 0.0], [0.0, 0.0, 0.0], [0.0, 0.0, 0.0], [0.0, 0.0, 0.1], [0.0, 0.0, 0.0], [0.0, 0.0, 0.0], [0.0, 0.0, 0.0], [-0.1, 0.1, 0.0], [-0.3, -0.3, -0.2], [-0.1, 0.4, 0.3], [0.2, -0.2, 0.0], [0.0, 0.1, 0.0], [-0.1, -0.1, 0.0], [0.1, 0.0, 0.0], [-0.2, 0.0, -0.3], [0.0, 0.2, -0.1], [0.4, -0.1, 0.4], [0.0, 0.2, -0.2], [-0.2, -0.2, 0.0], [-0.1, -0.1, 0.1], [0.0, 0.0, -0.1], [0.1, 0.1, 0.0], [0.0, 0.0, 0.0], [0.0, 0.0, 0.0], [0.0, 0.0, 0.0], [0.0, 0.0, 0.0], [0.1, 0.0, 0.0], [-0.1, 0.0, 0.0], [0.0, 0.0, 0.0], [0.1, 0.2, -0.3], [-0.1, -0.5, 0.1], [0.1, -0.1, 0.2], [0.0, 0.0, 0.0], [0.0, 0.0, 0.0], [0.0, 0.1, 0.1], [0.0, 0.1, 0.0], [0.0, 0.0, 0.0], [-0.1, 0.0, 0.0], [0.0, -0.1, 0.0], [0.0, 0.0, 0.0], [0.0, 0.0, 0.0], [0.0, 0.0, -0.1], [0.0, 0.0, 0.0], [-0.2, 0.0, 0.0], [-0.1, 0.0, 0.0], [0.0, 0.0, 0.0], [0.0, 0.0, 0.0], [-0.1, 0.0, 0.1], [0.0, 0.0, 0.0], [0.0, -0.1, 0.0], [0.0, 0.0, 0.0], [0.0, 0.0, 0.0], [0.0, 0.0, 0.0], [0.0, 0.0, 0.0], [0.0, -0.1, -0.1], [0.0, 0.0, 0.0], [0.0, 0.0, 0.0], [0.0, -0.1, 0.0], [0.0, 0.0, 0.0], [-0.1, 0.0, 0.0], [0.0, 0.0, 0.0], [0.0, 0.0, 0.0], [0.0, 0.0, 0.0], [0.0, 0.0, 0.0], [0.0, 0.0, 0.0], [0.0, 0.0, 0.0]]
}